The following is a DFT calculation (wB97M-V/def2-TZVPD) of a 9-piece molecular cluster, C49H111F12N9O3P3 overall.

E_LUMO (Ha): -0.3330
DFT total energy (eV): -132602.720
Strongest force on any atom (eV/Å): 5.75
Energy relative to the best compared isomer or geometry (same formula, charge and spin) (kcal/mol): 64.8
Molar mass (u): 1195.4
Orbital gap (eV): 9.00
Net charge: +5
HOMO energy (Eh): -0.66386

Last columns: bonded neighbours and bond lengths (Å).
Geometry (Å):
1 C 6.51132 0.10273 -0.44645  C2 1.607, H9 1.090, H10 1.090, H11 1.090
2 C 6.73257 -1.46779 -0.70249  C1 1.607, N3 1.511, H12 1.090, H13 1.090
3 N 6.10578 -2.35021 0.35146  C2 1.511, C4 1.419, C7 1.358
4 C 4.71131 -2.41950 0.60378  N3 1.419, C5 1.422, H14 1.080
5 C 4.43991 -3.45384 1.54178  C4 1.422, N6 1.397, H15 1.080
6 N 5.67165 -3.98771 1.92713  C5 1.397, C7 1.432, C8 1.434
7 C 6.66209 -3.23413 1.21890  N3 1.358, N6 1.432, H16 1.080
8 C 5.89109 -5.06578 2.84652  N6 1.434, H17 1.090, H18 1.090, H19 1.090
9 H 5.63155 0.45552 0.09175  C1 1.090
10 H 6.59506 0.66384 -1.37717  C1 1.090
11 H 7.29421 0.35341 0.26933  C1 1.090
12 H 7.81395 -1.55617 -0.59808  C2 1.090
13 H 6.33061 -1.73806 -1.67896  C2 1.090
14 H 4.09350 -1.74079 0.03452  C4 1.080
15 H 3.47814 -3.71255 1.95947  C5 1.080
16 H 7.69087 -3.47854 1.43858  C7 1.080
17 H 4.97681 -5.29592 3.39354  C8 1.090
18 H 6.48419 -4.58384 3.62373  C8 1.090
19 H 6.40709 -5.98286 2.56227  C8 1.090
20 C 2.83122 -3.39285 -4.52051  C21 1.537, H28 1.090, H29 1.090, H30 1.090
21 C 3.98851 -2.96041 -5.43481  C20 1.537, N22 1.448, H31 1.090, H32 1.090
22 N 4.00383 -1.54945 -5.76068  C21 1.448, C23 1.337, C26 1.406
23 C 3.32657 -0.92393 -6.72860  N22 1.337, C24 1.398, H33 1.080
24 C 3.62770 0.43778 -6.82286  C23 1.398, N25 1.391, H34 1.080
25 N 4.59228 0.67116 -5.84854  C24 1.391, C26 1.415, C27 1.411
26 C 4.75885 -0.54073 -5.13729  N22 1.406, N25 1.415, H35 1.080
27 C 5.44623 1.78045 -5.67460  N25 1.411, H36 1.090, H37 1.090, H38 1.090
28 H 2.51806 -4.42860 -4.65177  C20 1.090
29 H 1.95098 -2.76782 -4.67088  C20 1.090
30 H 3.10667 -3.16213 -3.49143  C20 1.090
31 H 3.78226 -3.43650 -6.39340  C21 1.090
32 H 4.98169 -3.28058 -5.11988  C21 1.090
33 H 2.73011 -1.48227 -7.43491  C23 1.080
34 H 3.36760 1.28672 -7.43771  C24 1.080
35 H 5.50021 -0.51912 -4.35224  C26 1.080
36 H 4.78101 2.53714 -5.25866  C27 1.090
37 H 5.89269 2.22183 -6.56564  C27 1.090
38 H 6.21817 1.58579 -4.93008  C27 1.090
39 C -0.32889 0.72737 -5.93516  C40 1.551, H47 1.090, H48 1.090, H49 1.090
40 C -0.83836 1.81088 -6.92180  C39 1.551, N41 1.461, H50 1.090, H51 1.090
41 N 0.19864 2.80924 -7.17372  C40 1.461, C42 1.394, C45 1.373
42 C 0.79487 3.71146 -6.29436  N41 1.394, C43 1.458, H52 1.080
43 C 1.67754 4.54840 -7.09769  C42 1.458, N44 1.388, H53 1.080
44 N 1.57120 4.13864 -8.41955  C43 1.388, C45 1.337, C46 1.461
45 C 0.67897 3.14266 -8.41640  N41 1.373, N44 1.337, H54 1.080
46 C 2.24303 4.71739 -9.58045  N44 1.461, H55 1.090, H56 1.090, H57 1.090
47 H 0.66076 0.44003 -6.29033  C39 1.090
48 H -0.79607 -0.25638 -5.98066  C39 1.090
49 H -0.14948 1.07055 -4.91626  C39 1.090
50 H -1.71498 2.20097 -6.40461  C40 1.090
51 H -1.24038 1.50960 -7.88911  C40 1.090
52 H 0.56235 3.62183 -5.24350  C42 1.080
53 H 2.19472 5.48595 -6.95654  C43 1.080
54 H 0.28627 2.74254 -9.33949  C45 1.080
55 H 2.55926 4.05558 -10.38675  C46 1.090
56 H 3.20814 5.08226 -9.22897  C46 1.090
57 H 1.62007 5.50874 -9.99731  C46 1.090
58 C -6.37382 5.71246 3.89672  C59 1.529, H75 1.090, H76 1.090, H77 1.090
59 C -6.14924 4.35384 4.56148  C58 1.529, C60 1.555, H78 1.090, H79 1.090
60 C -6.39385 3.23221 3.51323  C59 1.555, C61 1.504, H80 1.090, H81 1.090
61 C -6.21762 1.87443 4.13450  C60 1.504, P62 1.903, H82 1.090, H83 1.090
62 P -7.05844 0.52514 3.08808  C61 1.903, C63 1.885, C67 1.813, C71 1.827
63 C -8.93234 0.61755 2.90561  P62 1.885, C64 1.512, H84 1.090, H85 1.090
64 C -9.48488 -0.49031 2.03795  C63 1.512, C65 1.586, H86 1.090, H87 1.090
65 C -11.06889 -0.41416 2.06255  C64 1.586, C66 1.561, H88 1.090, H89 1.090
66 C -11.77363 0.14833 3.33656  C65 1.561, H90 1.090, H91 1.090, H92 1.090
67 C -6.47808 0.65096 1.37500  P62 1.813, C68 1.499, H93 1.090, H94 1.090
68 C -5.08140 0.14467 1.17549  C67 1.499, C69 1.514, H95 1.090, H96 1.090
69 C -4.63657 0.26749 -0.26656  C68 1.514, C70 1.539, H97 1.090, H98 1.090
70 C -3.18680 -0.24306 -0.33557  C69 1.539, H99 1.090, H100 1.090, H101 1.090
71 C -6.54999 -1.05991 3.84057  P62 1.827, C72 1.503, H102 1.090, H103 1.090
72 C -7.14016 -1.31818 5.19819  C71 1.503, C73 1.628, H104 1.090, H105 1.090
73 C -6.76894 -2.73667 5.90462  C72 1.628, C74 1.559, H106 1.090, H107 1.090
74 C -7.42482 -3.95695 5.18869  C73 1.559, H108 1.090, H109 1.090, H110 1.090
75 H -5.66488 6.06794 3.14897  C58 1.090
76 H -6.13024 6.45773 4.65391  C58 1.090
77 H -7.41091 5.97887 3.69281  C58 1.090
78 H -6.80902 4.09703 5.39024  C59 1.090
79 H -5.14836 4.41861 4.98825  C59 1.090
80 H -5.66661 3.44926 2.73085  C60 1.090
81 H -7.34229 3.39256 3.00054  C60 1.090
82 H -6.72241 1.81793 5.09891  C61 1.090
83 H -5.20014 1.56654 4.37543  C61 1.090
84 H -9.22809 1.62679 2.61912  C63 1.090
85 H -9.29901 0.64248 3.93179  C63 1.090
86 H -9.30586 -1.50266 2.40014  C64 1.090
87 H -9.14431 -0.39034 1.00736  C64 1.090
88 H -11.49607 -1.40112 1.88501  C65 1.090
89 H -11.44176 0.23460 1.26997  C65 1.090
90 H -12.83510 0.09759 3.09409  C66 1.090
91 H -11.50471 1.18153 3.55632  C66 1.090
92 H -11.62762 -0.41738 4.25675  C66 1.090
93 H -6.47748 1.72272 1.17646  C67 1.090
94 H -7.16084 0.16950 0.67490  C67 1.090
95 H -4.95778 -0.88034 1.52501  C68 1.090
96 H -4.27355 0.56076 1.77745  C68 1.090
97 H -4.76223 1.27667 -0.65882  C69 1.090
98 H -5.22803 -0.42055 -0.87062  C69 1.090
99 H -3.21737 -1.29847 -0.06487  C70 1.090
100 H -2.54491 0.26308 0.38546  C70 1.090
101 H -2.86428 -0.06735 -1.36183  C70 1.090
102 H -5.46860 -1.18450 3.89674  C71 1.090
103 H -7.05851 -1.73648 3.15372  C71 1.090
104 H -8.21772 -1.16746 5.26333  C72 1.090
105 H -6.80681 -0.53413 5.87809  C72 1.090
106 H -7.20884 -2.59676 6.89205  C73 1.090
107 H -5.68338 -2.83028 5.93459  C73 1.090
108 H -6.77308 -4.33405 4.40056  C74 1.090
109 H -8.23611 -3.66718 4.52090  C74 1.090
110 H -7.57603 -4.71750 5.95472  C74 1.090
111 C 4.90720 6.30561 -2.39667  N112 1.560, H118 1.090, H119 1.090, H120 1.090
112 N 4.86604 4.85067 -1.83431  C111 1.560, C113 1.592, C114 1.545, C115 1.540
113 C 6.17014 4.02516 -2.22267  N112 1.592, H121 1.090, H122 1.090, H123 1.090
114 C 4.71665 4.93324 -0.29905  N112 1.545, H124 1.090, H125 1.090, H126 1.090
115 C 3.55407 4.36681 -2.47862  N112 1.540, C116 1.503, H127 1.090, H128 1.090
116 C 2.94548 3.05212 -2.07897  C115 1.503, O117 1.412, H129 1.090, H130 1.090
117 O 3.74901 2.01309 -2.59739  C116 1.412, H131 0.960
118 H 5.21307 6.32584 -3.44268  C111 1.090
119 H 5.70069 6.85016 -1.88486  C111 1.090
120 H 4.04027 6.90862 -2.12664  C111 1.090
121 H 7.07137 4.62285 -2.08610  C113 1.090
122 H 5.89276 3.93882 -3.27325  C113 1.090
123 H 6.19230 3.05868 -1.71916  C113 1.090
124 H 4.97999 5.93981 0.02587  C114 1.090
125 H 5.36125 4.23333 0.23267  C114 1.090
126 H 3.70085 4.68454 0.00818  C114 1.090
127 H 3.83132 4.44795 -3.52964  C115 1.090
128 H 2.81029 5.07418 -2.11186  C115 1.090
129 H 1.87006 3.02259 -2.25421  C116 1.090
130 H 2.83241 3.01462 -0.99550  C116 1.090
131 H 3.31611 1.19028 -2.35826  O117 0.960
132 C 4.65239 2.36041 4.60249  N133 1.542, H139 1.090, H140 1.090, H141 1.090
133 N 4.74059 0.87492 4.19736  C132 1.542, C134 1.561, C135 1.545, C136 1.563
134 C 5.82211 0.65729 3.09257  N133 1.561, H142 1.090, H143 1.090, H144 1.090
135 C 5.09942 0.00929 5.42611  N133 1.545, H145 1.090, H146 1.090, H147 1.090
136 C 3.37188 0.30033 3.70663  N133 1.563, C137 1.558, H148 1.090, H149 1.090
137 C 2.67674 1.09713 2.56248  C136 1.558, O138 1.391, H150 1.090, H151 1.090
138 O 3.35991 0.97886 1.35650  C137 1.391, H152 0.960
139 H 4.48609 3.02768 3.75680  C132 1.090
140 H 5.65712 2.63763 4.92149  C132 1.090
141 H 3.74980 2.34632 5.21342  C132 1.090
142 H 6.79083 0.91181 3.52256  C134 1.090
143 H 5.58532 1.22956 2.19561  C134 1.090
144 H 5.89387 -0.41132 2.89001  C134 1.090
145 H 6.14058 0.14921 5.71679  C135 1.090
146 H 4.94491 -1.06855 5.47590  C135 1.090
147 H 4.43772 0.39056 6.20385  C135 1.090
148 H 2.68924 0.30118 4.55639  C136 1.090
149 H 3.72671 -0.68968 3.42014  C136 1.090
150 H 2.54130 2.17059 2.69456  C137 1.090
151 H 1.68590 0.66850 2.41208  C137 1.090
152 H 2.69254 0.95250 0.66692  O138 0.960
153 C -0.16338 -4.13817 2.57374  N154 1.510, H160 1.090, H161 1.090, H162 1.090
154 N -1.24427 -3.36742 1.85511  C153 1.510, C155 1.513, C156 1.575, C157 1.553
155 C -0.69843 -1.95656 1.83392  N154 1.513, H163 1.090, H164 1.090, H165 1.090
156 C -1.57622 -4.05882 0.47998  N154 1.575, H166 1.090, H167 1.090, H168 1.090
157 C -2.55199 -3.22451 2.68093  N154 1.553, C158 1.550, H169 1.090, H170 1.090
158 C -3.22955 -4.52063 3.19350  C157 1.550, O159 1.447, H171 1.090, H172 1.090
159 O -2.31399 -5.36546 3.93020  C158 1.447, H173 0.960
160 H 0.81812 -3.94935 2.13887  C153 1.090
161 H -0.34208 -5.21337 2.56318  C153 1.090
162 H -0.26641 -3.81774 3.61047  C153 1.090
163 H -0.44897 -1.43439 2.75761  C155 1.090
164 H -1.41157 -1.36661 1.25816  C155 1.090
165 H 0.16459 -1.78439 1.19076  C155 1.090
166 H -1.87394 -5.10008 0.60350  C156 1.090
167 H -0.63636 -4.02351 -0.07093  C156 1.090
168 H -2.49568 -3.65504 0.05612  C156 1.090
169 H -3.26139 -2.72118 2.02404  C157 1.090
170 H -2.35180 -2.55628 3.51848  C157 1.090
171 H -3.68594 -5.07236 2.37168  C158 1.090
172 H -4.10935 -4.41852 3.82882  C158 1.090
173 H -2.84714 -5.97021 4.45138  O159 0.960
174 P 2.12308 -6.27896 -0.47320  F175 1.715, F176 1.673, F177 1.754, F178 1.627, F179 1.610, F180 1.602
175 F 0.53856 -6.64469 0.07174  P174 1.715
176 F 1.71888 -4.66136 -0.60560  P174 1.673
177 F 2.83840 -6.13247 1.12133  P174 1.754
178 F 3.66831 -6.21135 -0.97923  P174 1.627
179 F 2.21019 -7.88613 -0.45217  P174 1.610
180 F 1.76352 -6.37810 -2.03117  P174 1.602
181 P 1.21641 -0.51454 -1.78144  F182 1.597, F183 1.607, F184 1.631, F185 1.596, F186 1.745, F187 1.588
182 F 0.70799 -1.53866 -2.89594  P181 1.597
183 F -0.25402 -0.77667 -1.18823  P181 1.607
184 F 1.49377 -1.83565 -0.86564  P181 1.631
185 F 1.55460 0.42071 -0.53363  P181 1.596
186 F 2.81052 -0.25978 -2.44488  P181 1.745
187 F 0.76750 0.82423 -2.50709  P181 1.588